No. 1
180
Properties=species:S:1:pos:R:3 method="wB97M-V/def2-TZVPD" max_force_ev_per_a=2.576 spin_multiplicity=1 charge=-1 e_lumo_ev=1.361 homo_lumo_gap_ha=0.2164 e_homo_ev=-4.5 energy_ev=-138438.69081
C 5.60245 -3.74568 1.31073
C 5.16212 -4.83855 0.30747
C 3.63752 -5.01615 0.19058
C 2.84789 -3.67623 0.23347
O 1.69279 -3.81242 -0.56617
Nb 1.37884 -2.58028 -2.12663
C 0.66139 -1.27049 -3.80129
C 1.68315 -0.78063 -4.84646
N 2.48020 0.34731 -4.31747
C 3.81439 0.49754 -4.93662
C 4.88433 0.56512 -3.80917
C 1.76285 1.58236 -4.27966
C 0.96374 2.11570 -5.46496
O 1.80509 2.25119 -3.25926
C 0.48148 -4.34015 -3.25855
N -0.98754 -4.26884 -3.50557
C -1.59382 -5.56156 -3.16574
C 2.12460 -0.68700 -1.06177
C 1.46514 -0.34950 0.21090
O 1.66963 -0.93721 1.27529
C 0.50462 0.82670 0.27480
C 0.37884 1.48348 1.47637
C -0.50700 2.51604 1.55435
C -1.27413 2.92613 0.49724
C -1.12387 2.30215 -0.71179
C -0.23115 1.26271 -0.78884
C 3.46968 -2.87127 -2.97543
C 3.74867 -4.16365 -3.76727
O 5.08559 -4.59531 -3.41877
C 3.83677 -3.94408 -5.29412
F 2.65439 -3.87599 -5.91134
F 4.62512 -2.91204 -5.62060
F 4.45207 -5.02980 -5.83386
P -1.04508 -2.25630 -1.09827
S -2.39136 -1.33918 -2.24119
H 4.85810 -3.55118 2.08286
H 5.77352 -2.82128 0.75351
H 6.54446 -4.06452 1.75779
H 5.56001 -5.78872 0.68369
H 5.58658 -4.71341 -0.69148
H 3.30057 -5.64106 1.02468
H 3.33473 -5.54579 -0.71697
H 2.52153 -3.55959 1.27249
H 3.51599 -2.83582 0.02794
H -0.14233 -1.78116 -4.34530
H 0.19074 -0.37423 -3.37681
H 1.11858 -0.44932 -5.73678
H 2.36763 -1.54652 -5.20473
H 4.03864 -0.27462 -5.66907
H 3.83839 1.49299 -5.40378
H 5.80279 0.03938 -4.08480
H 5.04877 1.58227 -3.45540
H 4.46823 0.01470 -2.96201
H 0.42187 2.99087 -5.11237
H 0.20592 1.38147 -5.75034
H 1.59212 2.38831 -6.31448
H 0.65379 -5.22381 -2.62925
H 0.98050 -4.54778 -4.21857
H -1.16733 -4.14501 -4.49414
H -1.01554 -6.39704 -3.60543
H -2.61380 -5.64917 -3.54871
H -1.57414 -5.71618 -2.08375
H 1.97041 0.14279 -1.76018
H 3.20771 -0.81552 -0.96014
H 0.95139 1.19705 2.34788
H -0.60726 3.03103 2.50529
H -1.99376 3.73181 0.59194
H -1.67308 2.56397 -1.60660
H -0.11057 0.76012 -1.74196
H 4.15641 -2.89370 -2.12007
H 3.83026 -2.02759 -3.57406
H 3.13937 -5.02999 -3.51801
H 5.67833 -3.85066 -3.57069
H -0.99557 -1.74511 0.22394
H -1.49942 -3.59258 -0.93367
C 4.55543 5.43717 -4.77294
C 3.80109 6.58556 -5.40724
O 4.38830 6.98497 -6.65631
C 4.15650 6.17327 -7.68486
O 3.50507 5.16250 -7.66255
O 4.78982 6.66827 -8.75274
C 4.70121 5.84038 -9.91269
H 5.61109 5.69004 -4.65794
H 4.14219 5.20601 -3.79071
H 4.50320 4.53868 -5.38653
H 3.85277 7.45842 -4.75875
H 2.74694 6.34434 -5.54587
H 3.66555 5.61125 -10.15543
H 5.26602 4.92142 -9.76013
H 5.14404 6.39539 -10.73560
C 2.97234 3.87580 -0.42979
C 3.54054 2.88239 0.55924
O 4.94258 3.11016 0.80686
C 5.23266 4.14287 1.58540
O 4.44487 4.89176 2.10337
O 6.56626 4.21890 1.69117
C 7.02390 5.34630 2.43496
H 3.54963 3.86166 -1.35626
H 1.93523 3.62804 -0.66007
H 3.00795 4.89259 -0.03793
H 3.46443 1.87892 0.14210
H 2.98659 2.88978 1.49814
H 6.56067 5.38449 3.41941
H 6.81997 6.26510 1.88566
H 8.09895 5.23602 2.55321
C -9.37804 -2.77512 -3.39181
C -9.40952 -1.34069 -3.87711
O -8.59921 -0.48730 -3.06399
C -7.27506 -0.59702 -3.25367
O -6.73921 -1.33052 -4.04162
O -6.67308 0.23107 -2.41112
C -5.23156 0.15681 -2.42362
H -9.66583 -2.82734 -2.34035
H -10.06686 -3.39088 -3.97164
H -8.38012 -3.20271 -3.47644
H -10.42501 -0.95286 -3.80032
H -9.10935 -1.26501 -4.92321
H -4.83997 0.29467 -3.42907
H -4.89960 -0.79148 -2.01571
H -4.86377 0.95819 -1.78871
C -4.36959 2.62673 7.66691
C -4.31047 3.77315 6.67845
O -3.49261 3.45419 5.54851
C -4.03710 2.62110 4.65551
O -5.13835 2.13961 4.71968
O -3.13901 2.40619 3.70039
C -3.53814 1.45101 2.70929
H -3.36231 2.32854 7.96400
H -4.92631 2.91791 8.55876
H -4.84981 1.75095 7.23363
H -3.84615 4.63804 7.15055
H -5.30695 4.07506 6.35333
H -4.49557 1.71496 2.26412
H -3.58733 0.45597 3.14973
H -2.77970 1.45322 1.93603
C -15.00246 -4.91007 -0.04469
C -15.01447 -3.47723 -0.53663
O -14.19887 -2.62759 0.27879
C -12.88164 -2.75155 0.09989
O -12.34025 -3.49583 -0.67463
O -12.27135 -1.92397 0.94581
C -10.84238 -2.01835 0.92889
H -15.29809 -4.95390 1.00495
H -15.69368 -5.51898 -0.62850
H -14.00864 -5.34819 -0.12140
H -16.02484 -3.07690 -0.46844
H -14.70532 -3.40925 -1.58016
H -10.45041 -1.88664 -0.07732
H -10.52731 -2.97801 1.33632
H -10.46249 -1.22250 1.56293
C 4.93950 0.69397 3.82812
C 5.61098 1.84295 4.55229
O 5.90002 1.51431 5.92236
C 6.93357 0.70183 6.11704
O 7.64466 0.23316 5.26784
O 7.04081 0.47923 7.43208
C 8.05943 -0.45781 7.77832
H 4.04349 0.37733 4.36467
H 4.65479 0.99371 2.81896
H 5.59729 -0.17102 3.75666
H 4.93279 2.69511 4.58263
H 6.51904 2.16439 4.03996
H 9.02152 -0.16700 7.36082
H 7.78370 -1.45406 7.43431
H 8.13100 -0.46546 8.86294
C 1.01358 1.64376 8.28282
C 0.16624 1.49328 9.52976
O -0.85158 0.49590 9.36434
C -0.43453 -0.76840 9.41066
O 0.69726 -1.13767 9.58212
O -1.49167 -1.55752 9.21026
C -1.17302 -2.94802 9.13513
H 0.38241 1.85090 7.41698
H 1.72373 2.46260 8.40155
H 1.57127 0.73367 8.06819
H -0.35897 2.42668 9.72700
H 0.77638 1.26860 10.40535
H -0.61663 -3.27265 10.01223
H -0.60450 -3.15229 8.22891
H -2.11441 -3.48901 9.09145


No. 2
165
Properties=species:S:1:pos:R:3 method="wB97M-V/def2-TZVPD" max_force_ev_per_a=0.781 spin_multiplicity=1 charge=+1 e_lumo_ev=-4.124 homo_lumo_gap_ha=0.2511 e_homo_ev=-11.0 energy_ev=-107079.17054
C 0.46636 -7.10510 5.42426
C 0.65832 -6.07431 4.35270
O 0.75284 -4.88078 4.57887
N 0.86654 -6.54971 3.04502
C 0.16589 -7.74546 2.54800
C 1.05351 -5.49419 2.14106
C -0.01570 -4.89518 1.51459
C -1.42240 -5.38315 1.75592
O -1.73330 -5.39026 3.13836
C -2.86731 -4.65936 3.46998
C -2.79198 -3.27612 3.44690
C -3.88863 -2.50246 3.79645
C -3.79309 -0.99702 3.75150
C -5.05339 -3.14958 4.18518
C -5.11727 -4.53313 4.19581
C -4.02754 -5.32064 3.83644
C -4.11197 -6.83018 3.85766
C -5.34299 -7.32674 3.08090
C -4.12301 -7.36574 5.29507
C 0.22596 -3.82824 0.64859
C -0.82592 -3.11631 -0.10933
I -1.67366 -4.25515 -1.64243
C -1.12807 -1.84334 0.15759
C -0.47120 -1.06976 1.27429
I -2.52041 -0.77544 -0.95075
C 1.53872 -3.39342 0.47448
C 2.58965 -3.97498 1.12727
P 4.32427 -3.21323 0.86518
N 3.99250 -2.34703 -0.53554
O 4.11873 -2.03285 1.99719
N 2.34346 -5.05030 1.94777
P 3.81031 -5.71374 2.72247
O 4.72303 -6.16559 1.69292
O 4.28754 -4.46793 3.57489
O 3.39526 -6.80483 3.78829
H 0.05134 -6.62160 6.30165
H -0.11169 -7.96925 5.11307
H 1.46284 -7.47056 5.67923
H 0.70870 -8.64336 2.83791
H 0.06534 -7.69836 1.46876
H -0.83655 -7.81212 2.97262
H -1.52573 -6.40246 1.37338
H -2.13302 -4.77319 1.20468
H -1.86293 -2.79748 3.16205
H -3.15356 -0.63927 4.55854
H -3.34237 -0.69539 2.80466
H -4.78036 -0.55080 3.83006
H -5.91241 -2.56243 4.48212
H -6.03799 -5.00787 4.51005
H -3.24216 -7.22538 3.33052
H -5.19967 -8.35226 2.73968
H -5.55038 -6.70747 2.20908
H -6.23379 -7.32417 3.70974
H -5.12434 -7.30785 5.71861
H -3.79580 -8.40545 5.31730
H -3.44094 -6.79100 5.92119
H -0.40141 -1.69194 2.16560
H 0.54172 -0.79069 0.97640
H -1.02255 -0.16372 1.50521
H 1.73492 -2.56331 -0.18856
H 3.60228 -1.42187 -0.38309
H 4.82196 -2.27027 -1.10984
H 3.43767 -2.25080 2.64315
H 3.79396 -4.37421 4.40580
H 4.17296 -7.03655 4.32250
C 1.19482 -2.05870 -3.16710
C 1.19804 -0.65032 -2.58248
C 1.24700 0.46012 -3.62608
C 2.50729 0.46434 -4.49139
C 3.81065 0.56901 -3.70079
C 3.91665 1.85596 -2.88634
H 2.10537 -2.26924 -3.72954
H 1.13179 -2.79459 -2.36207
H 0.34145 -2.21474 -3.82934
H 2.04165 -0.55166 -1.88840
H 0.29457 -0.52692 -1.97832
H 1.15084 1.42504 -3.12207
H 0.37071 0.37516 -4.27654
H 2.44431 1.30578 -5.18703
H 2.53601 -0.43498 -5.11259
H 4.64651 0.51885 -4.40220
H 3.92080 -0.29527 -3.03682
H 3.84967 2.73243 -3.53323
H 4.87171 1.90165 -2.36049
H 3.12539 1.92520 -2.13680
C 0.23147 3.20928 -0.60688
C -1.26008 3.03319 -0.88245
C -1.61360 3.05042 -2.36795
C -1.28848 4.35647 -3.09388
C -1.95017 5.60059 -2.50351
C -3.47462 5.55205 -2.54598
H 0.59957 4.17207 -0.96347
H 0.43948 3.15792 0.46359
H 0.81231 2.42435 -1.09936
H -1.82333 3.80237 -0.34770
H -1.57982 2.07206 -0.47344
H -2.67899 2.82575 -2.48028
H -1.08095 2.23414 -2.86847
H -1.59396 4.25477 -4.14004
H -0.20472 4.50482 -3.11203
H -1.60713 6.47176 -3.06667
H -1.61653 5.75552 -1.47361
H -3.82789 5.44212 -3.57339
H -3.89784 6.47310 -2.14376
H -3.87159 4.72300 -1.95774
C 3.01426 -1.34465 5.39055
C 1.57819 -1.62706 4.94721
C 0.93679 -0.47168 4.18016
C 0.78914 0.82546 4.97487
C -0.01657 0.68887 6.26559
C -1.46038 0.25012 6.03611
H 3.08387 -0.50205 6.07719
H 3.43502 -2.21257 5.90355
H 3.64702 -1.12033 4.52748
H 0.96935 -1.89036 5.81435
H 1.57182 -2.51561 4.29934
H -0.04643 -0.79052 3.82202
H 1.53302 -0.26364 3.28253
H 0.30965 1.57096 4.33326
H 1.77817 1.22690 5.21030
H -0.01530 1.65463 6.77510
H 0.47469 -0.01234 6.94575
H -1.98367 0.95917 5.39076
H -2.00412 0.19429 6.97915
H -1.51509 -0.73652 5.57019
C -6.33012 6.47965 -5.66027
C -6.01905 4.99186 -5.80196
C -4.69343 4.71443 -6.50865
C -4.60863 5.21235 -7.95223
C -5.68566 4.66057 -8.88465
C -5.63581 3.14365 -9.04224
H -6.42537 6.96710 -6.63125
H -7.26954 6.62564 -5.12594
H -5.54199 6.98907 -5.10124
H -6.84117 4.49567 -6.32427
H -5.97963 4.54581 -4.80394
H -4.49934 3.63791 -6.48341
H -3.88324 5.17842 -5.93573
H -3.62424 4.94921 -8.35197
H -4.65408 6.30456 -7.96541
H -5.56124 5.12270 -9.86692
H -6.67682 4.95901 -8.53277
H -4.66619 2.82555 -9.43118
H -6.40284 2.79941 -9.73675
H -5.80267 2.63303 -8.09242
C 8.81132 7.11816 -1.53159
C 7.90106 6.11071 -0.83525
C 7.06514 5.27536 -1.80336
C 6.08800 6.07077 -2.66972
C 5.07547 6.91448 -1.89763
C 4.14382 6.08898 -1.01430
H 8.24046 7.84741 -2.10802
H 9.40736 7.67095 -0.80491
H 9.49892 6.61356 -2.21332
H 7.25003 6.63285 -0.12869
H 8.51657 5.43319 -0.23785
H 6.51523 4.51975 -1.23384
H 7.73907 4.72054 -2.46392
H 5.54563 5.36807 -3.31129
H 6.64635 6.72250 -3.34668
H 4.47327 7.47404 -2.61770
H 5.59201 7.66104 -1.28882
H 3.58797 5.36350 -1.61378
H 3.42077 6.73084 -0.50924
H 4.69375 5.54404 -0.24534